# 1
116
Properties=species:S:1:pos:R:3:forces:R:3:mulliken_charge:R:1 method="wB97M-V/def2-TZVPD" homo_energy_ev=-8.16 smiles="COCCCCCCCCc1c(Cl)ccc2c1N(P(O)Cl)c1cc(P(O)(O)=S)c(CCCNCc3ccccc3O)cc1S2.COCCOC.COCCOC" orbital_gap_ev=8.20
C -6.894 5.667 -0.475 -0.16 0.10 0.13 -0.7153
O -7.480 4.439 -0.903 0.71 0.30 0.00 -0.3929
C -6.464 3.460 -1.014 -0.31 -1.01 -0.35 -0.6239
C -7.033 2.027 -1.082 0.46 0.49 0.22 -0.5306
C -5.943 1.146 -1.743 -0.92 0.21 0.30 -0.4908
C -6.154 -0.363 -1.504 0.13 -0.10 -0.86 -1.1031
C -4.855 -1.193 -1.402 -0.36 0.23 0.36 -0.7994
C -3.814 -0.592 -0.395 -0.98 -1.04 -0.97 -0.0434
C -3.281 -1.742 0.465 1.02 0.37 0.23 -1.2547
C -2.346 -1.323 1.650 -0.95 -0.61 0.03 -0.2498
C -2.648 0.012 2.307 1.12 -0.33 -0.71 0.3196
C -3.911 0.358 2.727 -0.90 -0.43 0.10 0.6058
Cl -5.282 -0.738 2.554 0.34 0.13 0.16 -0.1863
C -4.206 1.555 3.343 -0.37 0.15 0.20 -0.7781
C -3.192 2.453 3.552 -0.68 0.11 0.23 -0.9380
C -1.920 2.119 3.154 1.88 1.24 0.10 1.1871
C -1.592 0.932 2.537 -1.24 -0.98 -0.82 -1.2619
N -0.269 0.520 2.141 -0.64 0.21 1.88 0.6186
P 0.491 -0.561 3.357 1.80 0.17 0.55 0.3414
O 0.607 -2.041 2.622 -0.91 0.92 -0.02 -0.2803
Cl -0.835 -0.814 4.960 -0.14 -0.28 -0.87 -0.2450
C 0.693 1.571 1.964 0.24 -0.36 -0.67 -1.1636
C 1.798 1.248 1.205 0.19 -0.79 -0.56 0.0632
C 2.848 2.110 0.969 0.31 0.50 -0.79 0.3374
P 4.231 1.447 0.010 1.44 -0.46 1.24 0.3900
O 4.143 1.851 -1.528 -0.37 -0.36 0.47 -0.4398
O 4.046 -0.169 0.051 -0.51 0.47 -0.26 -0.4876
S 5.966 1.815 0.817 -0.11 0.11 -0.16 -0.3615
C 2.809 3.417 1.510 0.46 0.07 -0.30 0.2832
C 3.875 4.506 1.391 -0.29 -0.36 -0.28 -1.3774
C 4.333 4.870 -0.032 -0.31 0.68 0.06 -0.4283
C 3.183 5.285 -0.999 1.07 0.11 -0.50 -0.8971
N 3.512 4.765 -2.346 -0.28 0.60 0.42 -0.0023
C 4.334 5.708 -3.107 0.24 -0.69 -1.32 -1.2088
C 5.037 4.964 -4.246 -0.25 0.38 0.51 0.6469
C 6.405 4.982 -4.374 1.12 0.36 0.36 -0.6646
C 7.070 4.285 -5.367 0.29 0.02 0.09 -0.8919
C 6.328 3.552 -6.258 0.16 -0.81 -0.99 -0.2029
C 4.950 3.534 -6.197 -0.08 -0.13 -0.01 -0.5837
C 4.329 4.241 -5.195 -0.95 0.20 -0.01 0.8762
O 2.947 4.200 -5.177 -0.10 0.08 -0.04 -0.7145
C 1.699 3.725 2.260 -0.36 0.53 0.36 -0.7028
C 0.661 2.838 2.497 -0.94 -0.01 0.49 0.8041
S -0.674 3.359 3.523 -0.06 -0.30 -0.05 -0.4993
H -7.002 5.747 0.618 0.18 0.10 -0.21 0.2584
H -7.382 6.528 -0.945 -0.17 -0.32 0.05 0.2700
H -5.830 5.721 -0.746 -0.20 -0.05 0.10 0.3289
H -5.771 3.494 -0.156 -0.14 0.15 -0.13 0.3561
H -5.862 3.601 -1.932 -0.16 0.37 0.21 0.3283
H -7.246 1.711 -0.052 0.01 -0.16 -0.25 0.3219
H -7.979 1.999 -1.635 0.22 0.07 0.01 0.3153
H -6.001 1.366 -2.818 0.31 -0.11 0.17 0.4151
H -4.976 1.524 -1.384 -0.05 -0.35 -0.06 0.3561
H -6.828 -0.559 -0.659 0.40 0.21 0.08 0.3798
H -6.696 -0.742 -2.386 -0.03 0.00 0.31 0.4702
H -4.440 -1.327 -2.409 0.12 0.09 0.24 0.3844
H -5.148 -2.193 -1.052 0.15 0.15 -0.17 0.3891
H -4.360 0.173 0.163 0.46 -0.06 0.18 0.2683
H -3.022 -0.133 -1.001 0.03 0.11 0.52 0.2504
H -2.670 -2.375 -0.199 -0.22 0.01 0.17 0.3417
H -4.064 -2.388 0.869 -0.15 0.32 -0.32 0.5732
H -2.477 -2.084 2.438 0.18 0.13 -0.19 0.2338
H -1.321 -1.426 1.308 -0.14 0.49 0.14 -0.0131
H -5.220 1.764 3.671 0.17 -0.04 -0.08 0.4874
H -3.418 3.387 4.059 0.28 -0.06 -0.17 0.3979
H 0.702 -1.855 1.673 -0.08 -0.32 0.05 0.2771
H 1.868 0.248 0.776 -0.16 0.20 0.09 0.5274
H 5.042 1.716 -1.876 -0.19 0.23 -0.23 0.3055
H 4.762 -0.504 0.613 -0.07 0.00 -0.07 0.3357
H 3.428 5.410 1.826 0.21 -0.21 0.05 0.3529
H 4.722 4.196 2.015 -0.03 0.19 -0.22 0.4281
H 4.934 4.110 -0.531 -0.18 -0.11 0.26 0.3280
H 4.988 5.748 0.074 0.01 -0.31 0.03 0.4403
H 3.202 6.387 -1.074 -0.55 -0.18 0.38 0.3112
H 2.192 4.941 -0.685 0.22 -0.03 -0.01 0.5132
H 2.665 4.587 -2.872 0.06 -0.20 0.13 0.2761
H 5.129 6.160 -2.506 -0.36 -0.08 0.18 0.4685
H 3.745 6.519 -3.583 0.07 0.08 0.46 0.2699
H 7.039 5.550 -3.692 -0.41 -0.04 0.09 0.3017
H 8.155 4.311 -5.422 -0.18 -0.01 -0.01 0.3879
H 6.794 2.959 -7.044 0.12 0.21 0.17 0.3512
H 4.346 2.985 -6.914 0.11 0.09 0.13 0.4155
H 2.592 5.062 -4.925 0.12 -0.07 -0.03 0.3667
H 1.609 4.711 2.713 0.11 -0.11 -0.14 0.3263
C -2.096 -7.908 -3.063 0.06 -0.10 -0.02 -0.6883
O -0.771 -7.431 -2.899 -0.21 0.11 0.02 -0.3750
C -0.582 -6.129 -3.433 0.35 -0.18 0.15 -0.5667
C -0.590 -5.075 -2.344 -0.28 0.24 -0.20 -0.5004
O -1.870 -4.961 -1.737 0.07 -0.16 0.08 -0.2779
C -1.948 -5.621 -0.485 -0.03 0.09 0.02 -0.7491
H -2.217 -8.786 -2.430 0.08 0.00 -0.02 0.2446
H -2.836 -7.160 -2.769 0.01 0.02 -0.02 0.2838
H -2.265 -8.200 -4.105 -0.09 0.03 0.00 0.3264
H -1.336 -5.906 -4.193 -0.04 0.03 0.05 0.3241
H 0.399 -6.122 -3.918 -0.01 0.04 -0.03 0.3748
H -0.363 -4.104 -2.796 0.05 -0.01 -0.01 0.3675
H 0.178 -5.287 -1.594 0.00 -0.08 -0.01 0.3569
H -1.421 -5.037 0.278 0.02 -0.09 0.07 0.1878
H -1.526 -6.628 -0.530 0.03 0.02 -0.01 0.4520
H -2.998 -5.696 -0.207 0.00 0.08 -0.04 0.2493
C 2.509 -3.869 3.816 0.21 -0.03 0.02 -0.8033
O 3.691 -4.581 4.149 -0.24 -0.05 0.06 -0.3749
C 3.705 -5.025 5.497 0.36 -0.09 -0.22 -0.4879
C 3.356 -6.496 5.602 -0.29 0.07 0.30 -0.4844
O 2.008 -6.741 5.226 0.11 0.04 -0.18 -0.3734
C 1.886 -7.259 3.913 -0.06 -0.03 0.04 -0.7038
H 2.467 -3.774 2.733 0.11 -0.01 0.02 0.2473
H 1.610 -4.388 4.155 -0.01 0.02 0.02 0.3723
H 2.542 -2.867 4.254 -0.08 0.01 0.00 0.2923
H 3.030 -4.423 6.113 -0.05 -0.05 -0.01 0.3103
H 4.723 -4.881 5.872 -0.02 0.00 0.05 0.3909
H 3.457 -6.807 6.647 0.05 0.00 -0.01 0.3674
H 4.042 -7.100 5.002 0.01 0.06 -0.04 0.3181
H 2.188 -8.312 3.892 0.03 0.00 -0.08 0.3304
H 2.488 -6.694 3.196 0.02 -0.01 0.02 0.3050
H 0.840 -7.188 3.619 -0.01 -0.01 0.08 0.2337

# 2
35
Properties=species:S:1:pos:R:3:forces:R:3:mulliken_charge:R:1 method="wB97M-V/def2-TZVPD" charge=+1 homo_energy_ev=-13.71 orbital_gap_ev=8.91
Li -6.468 4.461 13.068 -0.04 0.67 -0.12 0.8834
Li -5.791 9.002 16.216 0.02 -1.01 0.93 0.8110
Li -6.054 10.328 13.008 -0.01 -0.52 -0.15 0.8598
S -6.572 7.420 14.350 -1.62 -2.96 0.97 0.5261
O -6.063 8.749 13.984 0.39 2.12 -0.88 -0.4421
O -5.797 7.025 15.531 0.33 1.08 0.41 -0.7733
O -7.990 7.489 14.743 0.55 0.75 -1.07 -0.2306
O -6.408 6.391 13.308 0.44 0.36 -0.30 -0.6311
O -8.704 8.850 17.079 0.56 0.41 0.17 -0.5569
H -8.455 9.763 16.907 -0.37 0.17 0.11 0.2786
H -8.590 8.400 16.233 -0.25 -0.25 -0.06 0.2905
O -3.536 7.282 12.174 -0.07 0.21 -0.09 -0.6416
H -4.484 7.404 12.253 -0.08 -0.17 -0.03 0.2769
H -3.204 7.346 13.083 0.20 -0.12 0.04 0.4362
O -9.269 5.783 16.293 0.23 -0.24 0.08 -0.6498
H -8.555 6.219 15.803 -0.44 -0.17 0.22 0.2961
H -9.575 5.084 15.707 -0.14 -0.06 0.02 0.3046
O -10.136 5.804 13.076 0.17 -0.17 0.29 -0.7357
H -9.659 6.483 13.562 -0.11 0.20 0.42 0.2516
H -11.038 5.863 13.407 -0.14 0.04 -0.14 0.3437
O -8.237 6.289 11.179 0.02 -0.27 -0.17 -0.6614
H -8.942 6.224 11.844 -0.10 -0.10 -0.48 0.4112
H -7.454 6.551 11.658 0.13 0.22 0.11 0.3161
O -10.002 9.265 13.822 0.29 0.16 -0.23 -0.6280
H -9.203 8.746 13.978 -0.14 -0.08 0.12 0.3160
H -9.866 10.082 14.309 -0.26 0.02 0.09 0.2892
O -2.965 7.228 15.018 0.04 0.32 -0.29 -0.7235
H -2.861 6.293 15.232 0.01 -0.06 0.15 0.3481
H -3.918 7.376 15.029 0.09 -0.32 0.27 0.3942
O -4.541 4.867 16.203 -0.05 -0.20 -0.36 -0.6805
H -5.212 4.315 16.615 0.10 -0.08 0.16 0.3115
H -5.031 5.632 15.846 0.10 -0.35 0.39 0.3734
O -5.878 8.187 18.234 0.16 0.39 -0.33 -0.5372
H -5.691 7.255 18.389 0.10 -0.07 -0.16 0.2726
H -6.531 8.420 18.901 -0.15 0.07 -0.08 0.3009

# 3
82
Properties=species:S:1:pos:R:3:forces:R:3:mulliken_spin:R:1 method="wB97M-V/def2-TZVPD" charge=+2 homo_energy_ev="-13.16 / -13.12" orbital_gap_ev="7.68 / 4.18" multiplicity=5
Pd 1.400 0.276 2.840 -2.45 1.09 -0.13 1.3663
C -2.379 -0.268 5.711 0.59 -0.11 0.23 0.0064
C -2.268 -0.433 4.387 -0.13 -0.21 0.41 0.0224
C -2.893 0.449 3.365 0.60 0.88 -0.54 -0.0079
C -1.837 1.434 2.712 -0.88 -0.22 -0.25 0.0024
C -0.655 1.797 3.593 -0.31 0.88 -1.07 0.0372
C -0.908 2.313 4.827 0.92 0.03 -0.09 0.0663
C -2.230 2.318 5.520 0.01 0.01 0.62 0.0207
C -2.368 1.057 6.428 -1.14 0.34 -0.25 0.0161
C 2.860 -0.371 3.917 2.20 -0.52 0.89 0.3443
H -2.339 -1.144 6.371 0.87 0.30 -0.20 -0.0003
H -1.627 -1.225 4.005 -0.82 -0.81 0.10 -0.0019
H -3.753 0.982 3.811 0.52 -0.26 -0.41 0.0019
H -3.307 -0.187 2.559 0.16 0.34 0.41 0.0001
H -1.522 0.974 1.756 -0.06 0.58 0.34 0.0076
H -2.361 2.400 2.503 0.40 -0.71 -0.26 0.0049
H 0.185 2.307 3.046 -0.25 -0.47 0.49 0.0617
H -0.067 2.799 5.340 -0.46 -0.23 -0.09 -0.0023
H -3.094 2.425 4.849 0.51 0.01 0.16 0.0037
H -2.240 3.174 6.208 -0.01 -0.12 -0.23 -0.0004
H -1.515 1.088 7.131 -0.55 -0.20 -0.40 0.0063
H -3.270 1.174 7.043 0.19 0.14 0.06 0.0008
H 2.766 -1.303 4.495 -0.13 0.46 -0.46 0.0137
H 3.013 0.524 4.551 -0.02 -0.34 -0.18 0.0238
H 3.617 -0.400 3.107 -0.07 -0.22 0.35 0.0684
P -0.214 -2.031 -2.823 -0.69 0.03 -0.67 0.2620
P 1.673 0.560 -3.344 0.41 0.81 -2.05 0.2977
C -0.889 -0.478 -3.449 0.94 2.05 -0.34 0.0037
C -0.072 0.578 -3.763 -1.90 -1.33 0.63 0.0217
C -0.779 -3.238 -4.126 0.45 -0.35 0.16 0.0385
C -1.844 -2.975 -5.001 -0.04 0.00 -0.16 0.0166
C -2.212 -3.912 -5.977 0.05 0.05 0.17 0.0007
C -1.510 -5.109 -6.127 0.08 0.33 0.42 0.0103
C -0.414 -5.349 -5.291 -0.17 -0.08 -0.01 -0.0026
C -0.058 -4.444 -4.290 -0.16 0.24 0.00 0.0237
C -1.216 -2.226 -1.309 0.06 0.32 -0.27 0.0412
C -0.892 -1.368 -0.237 0.00 -0.47 -0.07 -0.0008
C -1.475 -1.591 1.002 -0.12 0.01 0.06 -0.0803
C -2.503 -2.529 1.158 0.33 -0.12 -0.18 0.0356
C -2.879 -3.299 0.053 -0.32 0.16 0.14 -0.0092
C -2.251 -3.155 -1.187 0.24 0.03 0.53 0.0270
C 2.361 1.128 -5.022 -0.19 -0.25 0.30 0.0531
C 2.208 0.299 -6.161 0.23 -0.04 0.32 0.0319
C 2.855 0.620 -7.359 -0.17 0.02 0.25 -0.0192
C 3.627 1.783 -7.460 -0.22 -0.10 0.44 0.0449
C 3.687 2.661 -6.374 -0.25 -0.17 -0.02 -0.0122
C 3.037 2.350 -5.173 0.46 -0.08 0.12 0.0229
C 1.938 2.001 -2.241 0.39 -0.35 0.03 0.0271
C 3.162 2.078 -1.542 -0.45 -0.01 -0.07 0.0269
C 3.385 3.135 -0.666 -0.08 0.20 0.11 0.0000
C 2.421 4.135 -0.481 0.01 -0.31 -0.25 0.0132
C 1.247 4.076 -1.234 -0.15 0.07 0.03 -0.0011
C 0.990 3.018 -2.113 0.24 0.03 0.34 0.0169
H -1.989 -0.401 -3.487 0.57 0.06 -0.29 0.0094
H -0.444 1.495 -4.247 -0.02 -0.50 0.24 0.0113
H -2.394 -2.034 -4.942 0.09 -0.34 -0.01 0.0000
H -3.061 -3.708 -6.626 0.17 0.05 0.17 0.0004
H -1.829 -5.850 -6.869 0.25 0.37 0.28 0.0002
H 0.149 -6.270 -5.427 -0.03 0.20 0.17 0.0000
H 0.785 -4.668 -3.634 -0.20 0.06 -0.21 0.0009
H -0.208 -0.524 -0.388 0.08 -0.50 0.09 0.0169
H -1.109 -1.044 1.870 -0.30 0.04 -0.19 0.0612
H -2.995 -2.641 2.137 0.31 -0.10 -0.60 0.0025
H -3.685 -4.017 0.162 0.06 0.09 -0.06 0.0005
H -2.574 -3.738 -2.047 0.19 -0.04 0.24 0.0029
H 1.593 -0.607 -6.099 0.37 0.25 -0.02 0.0061
H 2.775 -0.049 -8.217 -0.06 0.17 0.26 -0.0003
H 4.169 2.002 -8.377 -0.16 -0.03 0.20 0.0011
H 4.249 3.589 -6.468 -0.20 -0.19 0.10 0.0004
H 3.088 3.061 -4.345 0.09 -0.28 -0.21 0.0037
H 3.930 1.315 -1.689 -0.25 0.19 0.09 -0.0019
H 4.319 3.190 -0.119 -0.01 -0.03 -0.06 -0.0011
H 2.595 4.956 0.229 -0.09 -0.42 -0.46 0.0000
H 0.510 4.868 -1.137 0.06 -0.08 -0.02 0.0003
H 0.071 2.990 -2.695 0.18 0.11 0.26 0.0005
Cl 2.155 -0.215 8.985 -0.40 -0.53 -0.46 0.0746
C 0.747 -0.570 8.009 -0.67 0.12 1.91 0.2434
Cl -0.780 -0.291 8.982 1.46 -0.30 -0.99 0.0611
C 0.848 0.437 6.700 0.25 1.95 -2.64 -0.0642
O 0.732 -0.200 5.628 -0.07 0.28 2.36 0.2587
O 1.060 1.632 6.967 -0.55 -2.19 0.28 0.3626
H 0.702 -1.582 7.606 0.20 0.25 0.14 -0.0038

Number 1: E -4708.2158 hartree. Number 2: E -1409.6680 hartree. Number 3: E -3313.2429 hartree.